{"formula": "C29H30N8OS3W", "method": "ωB97M-V/def2-TZVPD", "e_lumo_ha": [-0.2242, -0.2645], "homo_ev": [-12.66, -12.66], "spin_multiplicity": 3, "e_above_lowest_kcal_mol": 0.00, "charge": 2, "homo_lumo_gap_ev": [6.559, 5.464], "s2": 2.041, "elements": ["H", "C", "C", "C", "S", "N", "H", "C", "C", "H", "C", "N", "H", "N", "C", "C", "S", "C", "C", "C", "H", "S", "H", "N", "H", "H", "H", "C", "H", "W", "H", "C", "C", "H", "N", "C", "H", "H", "C", "H", "C", "H", "H", "H", "H", "C", "N", "H", "H", "H", "C", "H", "C", "H", "C", "N", "C", "H", "H", "H", "H", "N", "C", "H", "C", "H", "C", "C", "C", "C", "O", "C"], "positions_angstrom": [[1.392, 3.334, -3.640], [-0.808, 2.654, -0.398], [3.584, 0.921, -3.054], [-2.657, 2.461, -1.631], [2.908, 1.626, 3.970], [4.058, 1.407, -5.373], [1.224, -4.086, -2.031], [6.544, 2.329, -7.947], [5.171, 1.744, -6.106], [1.920, 0.650, -4.382], [3.020, 0.577, -0.753], [1.529, -1.986, 0.585], [-1.991, -0.638, -2.453], [5.828, 1.491, -4.013], [-0.350, -2.080, -0.747], [1.680, -3.599, -1.181], [-1.486, 0.044, 2.209], [0.286, 3.246, 0.393], [0.973, -2.649, -0.457], [2.224, 0.105, 4.329], [-1.955, 4.454, -1.025], [-4.029, -1.588, 2.694], [0.318, 0.225, -2.545], [-1.076, -1.688, 0.355], [2.366, 2.381, 1.731], [4.486, -3.531, 0.721], [-4.195, 0.723, 3.387], [2.248, 0.643, -3.352], [3.515, -4.694, -1.260], [0.169, -0.281, 0.460], [3.310, 0.492, 0.286], [7.665, 2.381, -7.092], [-2.691, -0.094, -1.816], [-0.836, -2.309, -1.688], [-2.248, -2.081, 0.862], [2.951, -3.926, -0.749], [6.381, 1.443, -3.176], [-2.976, -0.747, -0.989], [1.506, -0.343, 3.275], [-3.581, 0.116, -2.403], [-2.564, -1.262, 1.838], [8.629, 2.634, -7.512], [2.369, -0.376, 5.282], [1.248, 2.862, 0.048], [-4.973, -0.432, 4.486], [6.297, 1.802, -5.269], [-0.963, 1.312, -0.586], [6.682, 2.543, -8.997], [3.165, -1.746, 1.831], [4.980, 1.054, -1.392], [1.364, 0.398, -2.334], [0.953, -1.268, 3.240], [-2.103, 1.176, -1.339], [-3.212, -0.244, 4.529], [2.207, 1.583, 2.437], [1.722, 0.361, -1.035], [7.569, 2.119, -5.744], [-3.548, 2.621, -2.216], [0.147, 3.012, 1.453], [0.531, 4.333, -2.886], [4.431, 1.969, -8.124], [1.491, 0.507, 2.181], [-1.854, 3.381, -1.038], [0.291, 4.328, 0.287], [3.963, 0.870, -1.710], [8.433, 2.160, -5.096], [-4.087, -0.238, 3.884], [4.483, 1.263, -4.143], [5.294, 2.013, -7.475], [2.769, -2.300, 0.990], [0.977, 3.485, -2.784], [3.500, -3.279, 0.359]]}

{"formula": "C4H5NO", "method": "ωB97M-V/def2-TZVPD", "e_lumo_ha": 0.0381, "homo_ev": -9.48, "smiles": "C1[C@H]2[C@@H]1N1O[C@H]21", "e_above_lowest_kcal_mol": 123.81, "homo_lumo_gap_ev": 10.514, "elements": ["H", "H", "C", "N", "H", "H", "H", "C", "O", "C", "C"], "positions_angstrom": [[-0.202, -2.014, -0.580], [1.114, -0.131, 1.418], [-0.176, -0.958, -0.336], [0.164, -0.010, -1.472], [-1.243, -0.564, 1.605], [-1.793, 0.534, 0.319], [0.637, 2.062, -0.389], [0.586, 0.984, -0.479], [1.571, 0.211, -1.406], [-1.047, -0.213, 0.668], [0.391, 0.098, 0.652]]}

{"formula": "CHNO2", "method": "ωB97M-V/def2-TZVPD", "e_lumo_ha": [-0.0510, -0.0523], "homo_ev": [-11.55, -11.53], "e_above_lowest_kcal_mol": 21.00, "homo_lumo_gap_ev": [10.165, 10.111], "elements": ["O", "C", "H", "N", "O"], "positions_angstrom": [[-1.885, -0.888, 0.119], [-1.397, 0.096, -0.183], [2.146, 0.087, 0.825], [2.176, -0.402, -0.176], [-1.041, 1.107, -0.584]]}

{"formula": "C5H8N", "method": "ωB97M-V/def2-TZVPD", "e_lumo_ha": -0.1437, "homo_ev": -14.69, "smiles": "CC(C)=[N+]1C=C1", "e_above_lowest_kcal_mol": 96.49, "charge": 1, "homo_lumo_gap_ev": 10.783, "elements": ["H", "C", "H", "C", "H", "C", "H", "H", "N", "H", "C", "H", "C", "H"], "positions_angstrom": [[-0.589, 2.078, -0.613], [-1.074, 1.221, 0.020], [2.708, -1.619, -0.107], [-0.354, -0.070, 0.037], [-0.972, 1.769, 0.994], [-1.245, -1.305, -0.028], [2.631, 1.679, 0.106], [-0.740, -2.131, 0.317], [0.913, 0.012, 0.050], [-2.070, 1.022, -0.210], [2.240, -0.588, -0.011], [-2.258, -1.190, 0.544], [2.208, 0.700, -0.006], [-1.398, -1.579, -1.094]]}

{"formula": "C8H17F3O4PS", "method": "ωB97M-V/def2-TZVPD", "e_lumo_ha": -0.1208, "homo_ev": -12.99, "charge": 1, "homo_lumo_gap_ev": 9.703, "elements": ["O", "H", "H", "H", "S", "H", "H", "F", "F", "H", "C", "C", "H", "H", "O", "H", "H", "C", "H", "H", "C", "H", "F", "C", "H", "C", "C", "P", "H", "H", "C", "O", "O", "H"], "positions_angstrom": [[1.186, 0.459, -2.617], [-0.041, 2.743, 1.189], [-0.674, -1.917, -3.277], [-2.455, -3.669, 0.174], [-0.393, -3.991, -1.016], [2.871, 1.833, 0.841], [2.254, 3.421, 0.410], [1.820, 5.433, 4.722], [2.681, 3.436, 4.852], [-4.013, -4.653, -1.615], [-0.089, 0.435, -2.063], [-2.128, -4.347, -0.592], [-3.068, -3.256, -2.164], [1.706, 2.003, -0.480], [1.230, 2.572, 2.815], [1.839, -0.864, -3.790], [0.575, 1.134, 1.571], [1.984, 2.371, 0.507], [0.780, -1.995, -0.617], [-2.112, -5.339, -0.175], [-0.270, -2.224, -0.706], [-0.071, 0.752, -1.028], [0.577, 3.754, 5.342], [0.847, 2.187, 1.492], [-2.241, -1.006, -1.949], [1.581, 4.138, 4.534], [-3.023, -4.280, -1.815], [-0.869, -1.217, -2.092], [-0.736, 1.132, -2.579], [-2.575, -4.863, -2.600], [1.179, 3.881, 3.072], [1.567, -0.886, -2.857], [0.844, 4.736, 2.309], [-0.765, -1.915, 0.202]]}

{"formula": "C9H10O3", "method": "ωB97M-V/def2-TZVPD", "e_lumo_ha": -0.0146, "homo_ev": -8.88, "e_above_lowest_kcal_mol": 215.13, "homo_lumo_gap_ev": 8.484, "elements": ["C", "H", "H", "C", "O", "C", "O", "C", "O", "H", "H", "C", "H", "H", "C", "H", "C", "H", "H", "C", "H", "C"], "positions_angstrom": [[-1.219, 1.749, 1.581], [-1.807, 0.851, 2.069], [3.977, -0.304, 1.124], [-0.460, 0.344, -0.647], [1.506, -1.664, -2.929], [0.521, -1.463, -2.057], [3.218, 0.800, 0.801], [1.121, 1.315, 0.947], [-1.734, -0.137, -1.100], [-2.620, -0.757, 0.459], [-0.606, -1.996, -2.298], [-2.202, -1.193, -0.412], [-0.855, 2.594, 2.390], [1.327, 1.711, 1.947], [1.928, -0.437, -0.668], [-3.172, -1.389, -0.957], [-0.175, 1.210, 0.434], [-1.801, -2.289, -0.203], [2.506, -1.536, -1.025], [0.556, -0.461, -0.961], [-2.052, 2.606, 1.110], [2.044, 0.446, 0.394]]}

{"formula": "C17H19BMgN6O2", "method": "ωB97M-V/def2-TZVPD", "e_lumo_ha": [-0.3957, -0.3814], "homo_ev": [-13.57, -13.57], "charge": 2, "homo_lumo_gap_ev": [2.805, 3.192], "elements": ["C", "N", "O", "H", "B", "O", "H", "H", "C", "H", "H", "H", "C", "N", "C", "N", "C", "C", "H", "H", "H", "C", "N", "H", "C", "H", "C", "H", "H", "N", "C", "C", "H", "C", "H", "C", "H", "C", "C", "H", "C", "Mg", "H", "H", "N", "C"], "positions_angstrom": [[1.545, 0.230, 5.169], [-0.198, 1.615, -2.496], [1.015, -0.969, 2.689], [3.237, 0.394, -3.243], [0.499, 0.259, -2.761], [0.105, 0.910, 1.880], [-1.513, 3.649, -0.383], [-2.195, -1.447, 2.883], [2.895, -0.220, -0.013], [-0.897, 2.240, 3.927], [-2.049, -0.708, 1.250], [0.177, 1.432, 8.044], [1.363, 0.448, 6.538], [-0.431, -0.905, -2.390], [3.011, 0.213, -2.197], [1.724, 0.116, -1.823], [0.700, 0.840, 4.241], [-1.125, 3.161, -1.273], [4.867, 0.042, -1.034], [3.106, -0.401, 1.024], [-0.080, 2.578, -4.359], [-1.514, -2.429, -1.247], [-0.679, -1.373, -1.107], [-1.265, 4.659, -2.924], [-1.768, -2.658, -2.609], [-0.940, -1.473, -4.348], [0.640, 0.272, 2.855], [-1.913, -2.938, -0.376], [-2.392, -3.424, -3.017], [1.634, -0.196, -0.483], [-1.060, -1.678, -3.295], [-0.277, 1.751, 4.669], [-0.962, -2.210, 1.814], [3.797, 0.015, -1.074], [2.018, -0.061, 7.251], [0.334, 1.296, 6.977], [2.319, -0.443, 4.804], [-0.390, 2.660, -3.325], [-1.948, -1.649, 1.836], [-1.210, 2.685, 6.380], [-0.983, 3.684, -2.582], [-0.118, -1.061, 1.000], [-2.745, -2.325, 1.501], [0.836, 0.220, -3.915], [-0.675, 1.908, -1.247], [-0.455, 1.982, 6.039]]}

{"formula": "C4H6N2O", "method": "ωB97M-V/def2-TZVPD", "e_lumo_ha": 0.0189, "homo_ev": -9.63, "smiles": "C=NC(=C)C(N)=O", "e_above_lowest_kcal_mol": 45.47, "homo_lumo_gap_ev": 10.141, "elements": ["H", "H", "H", "O", "H", "C", "N", "N", "C", "H", "H", "C", "C"], "positions_angstrom": [[-0.472, 0.255, 2.397], [1.049, 1.012, -1.578], [-0.467, -1.294, 2.961], [-0.233, -2.615, 0.994], [1.102, 2.548, -0.408], [-0.135, -1.413, 1.064], [-0.003, 0.817, 0.092], [-0.212, -0.680, 2.203], [-0.256, -0.518, -0.109], [-1.006, -0.313, -2.001], [-1.092, -1.996, -1.370], [0.780, 1.484, -0.632], [-0.676, -1.054, -1.247]]}

Number 1: electronic energy -78846.9301 eV. Number 2: electronic energy -7761.1574 eV. Number 3: electronic energy -6634.4418 eV. Number 4: electronic energy -6793.9044 eV. Number 5: electronic energy -45027.9438 eV. Number 6: electronic energy -15628.6728 eV. Number 7: electronic energy -37078.2765 eV. Number 8: electronic energy -9271.5302 eV.